Entry 1:
# C6H11N

2 unconnected molecules or ions with the total composition C6H11N (ωB97M-V with the def2-TZVPD basis set, OMol25).

## Properties
spin multiplicity: 2
electronic energy: -289.5365 a.u.
HOMO (alpha / beta): -12.02 / -12.23 eV
expectation value of S²: 0.789
LUMO level (alpha / beta): -0.2554 / -0.2556 hartree
net charge: +1
orbital gap (alpha / beta): 5.069 / 5.274 eV

Last column: Mulliken charge in e.
Element x y z (Å)
1 C -3.3160 1.1637 -1.4961  -0.651
2 C -2.1461 1.8407 -1.6786  0.039
3 N -0.9924 1.2394 -1.9693  -0.507
4 C 3.0697 -2.1787 1.8090  -0.557
5 C 0.2079 -0.0812 0.6283  -1.027
6 C 1.0015 -0.9346 1.5040  0.222
7 C 2.3699 -1.1239 1.3243  -0.027
8 H -3.4095 0.1180 -1.7546  0.290
9 H -4.1544 1.5702 -0.9457  0.276
10 H -2.1827 2.9044 -1.5814  0.367
11 H -0.4683 1.6823 -2.7228  0.212
12 H 2.7216 -2.9590 2.4750  0.295
13 H 4.1242 -2.2045 1.5570  0.264
14 H -0.7960 -0.5112 0.6494  0.344
15 H 0.4570 -0.1345 -0.4376  0.381
16 H 0.1896 0.9851 0.8634  0.361
17 H 0.4669 -1.4363 2.3067  0.388
18 H 2.9304 -0.4316 0.7097  0.332



Entry 2:
# C5H11N2

A gas-phase ion, C5H11N2 (charge +1) (ωB97M-V with the def2-TZVPD basis set, OMol25).

## Properties
SMILES: C/C=N/C(C)=C/[NH3+]
electronic energy: -306.2863 a.u.
HOMO: -12.35 eV
LUMO level: -0.1263 hartree
net charge: +1
orbital gap: 8.916 eV

Last column: Mulliken charge in e.
Element x y z (Å)
1 C 3.1140 0.4305 0.2872  -0.963
2 C 1.8749 0.2621 -0.5115  0.112
3 N 0.8165 -0.1549 -0.0433  -0.136
4 C -0.4799 -0.3214 -0.1203  0.772
5 C -1.0093 -1.6184 -0.2352  -1.551
6 C -1.1799 0.7818 0.0787  -0.881
7 N -2.6168 0.8576 0.2317  -0.177
8 H 3.6955 -0.5862 0.1949  0.263
9 H 3.0471 0.5070 1.4055  0.312
10 H 3.8691 1.1780 -0.0720  0.308
11 H 1.8289 0.8051 -1.5441  0.335
12 H -0.3015 -2.2920 -0.6230  0.354
13 H -1.9749 -1.8752 -0.7444  0.465
14 H -1.1530 -2.1027 0.8136  0.312
15 H -0.6823 1.7012 0.2759  0.432
16 H -2.9179 1.2099 1.1758  0.369
17 H -2.8359 -0.1163 -0.0582  0.306
18 H -3.0946 1.3337 -0.5113  0.368



Entry 3:
# C4H6O2

A molecular structure, C4H6O2 (ωB97M-V with the def2-TZVPD basis set, OMol25).

## Properties
electronic energy: -306.3974 a.u.
HOMO: -9.61 eV
LUMO level: -0.0003 hartree
net charge: 0
orbital gap: 9.604 eV

Last column: Mulliken charge in e.
Element x y z (Å)
1 C 1.5188 0.0705 0.0364  -1.076
2 C 0.3953 -0.8227 0.5169  0.680
3 C -1.3119 0.4718 -0.8234  0.084
4 C -1.0300 -0.3572 0.3344  -0.647
5 O -1.0250 1.6609 -0.5663  -0.469
6 O 0.6138 -1.8678 1.0869  -0.555
7 H -0.8845 0.9139 0.7686  0.329
8 H -1.9414 0.1963 -1.6762  0.364
9 H -1.7323 -1.1560 0.5522  0.340
10 H 1.3741 0.3787 -0.9996  0.320
11 H 2.4591 -0.4673 0.1323  0.322
12 H 1.5642 0.9790 0.6378  0.309



Entry 4:
# C31H47BrMgN2P2

A molecular structure, C31H47BrMgN2P2 (ωB97M-V with the def2-TZVPD basis set, OMol25).

## Properties
electronic energy: -4775.0668 a.u.
HOMO: -11.63 eV
LUMO level: -0.2966 hartree
net charge: +2
orbital gap: 3.563 eV

Last column: Mulliken charge in e.
Element x y z (Å)
1 N 6.9332 3.4540 -4.8995  -0.481
2 C 7.1551 3.5057 -3.5838  -0.374
3 C 6.1503 3.2576 -2.6472  -0.427
4 C 4.8286 2.9066 -3.0692  0.428
5 C 4.6381 2.8553 -4.4800  -0.337
6 C 5.7147 3.1415 -5.3420  -0.380
7 C 3.8051 2.5204 -2.1031  -0.169
8 Mg 0.8241 1.2132 -1.5846  0.918
9 P -2.2041 -4.1987 0.5269  -0.215
10 C 2.8016 1.5656 -2.2864  -1.032
11 C 2.8391 0.3250 -1.4461  0.302
12 C 2.4557 -0.9842 -1.9085  0.001
13 C 2.5163 -2.0656 -1.0179  -0.403
14 C 2.9839 -1.9032 0.3079  -0.097
15 C 3.4717 -0.6426 0.7007  -1.017
16 C 3.3078 0.4763 -0.1028  -0.380
17 Br 2.4762 -3.0510 1.6914  0.028
18 H 4.0259 2.9076 -1.0927  0.571
19 H 2.1088 1.6129 -3.1543  0.872
20 H 6.4163 3.2803 -1.5917  0.355
21 H 3.6789 2.5881 -4.9169  0.346
22 H 8.1726 3.7581 -3.2722  0.377
23 H 5.5791 3.0989 -6.4304  0.362
24 H 2.1851 -1.1259 -2.9714  0.617
25 H 3.5361 1.4856 0.2822  0.329
26 H 2.1328 -3.0337 -1.3199  0.572
27 H 3.9042 -0.5125 1.6902  0.494
28 P -1.6197 1.2260 -0.4189  0.762
29 C -0.4725 -4.0685 1.1108  0.303
30 C 0.1770 -5.4514 1.3118  -1.272
31 H -0.5053 -3.5102 2.0637  0.356
32 H 0.0730 -3.4680 0.3654  -0.329
33 H 1.1548 -5.3426 1.8042  0.345
34 H -0.4469 -6.1024 1.9424  0.378
35 H 0.3471 -5.9583 0.3513  0.317
36 C -2.3103 -3.6744 -1.2101  0.739
37 C -3.4197 -4.4862 -1.9100  -1.358
38 H -1.3377 -3.8880 -1.6817  0.398
39 H -2.5072 -2.5941 -1.2639  -0.800
40 H -3.3408 -4.3971 -2.9999  0.415
41 H -3.3451 -5.5543 -1.6582  0.392
42 H -4.4218 -4.1439 -1.6171  0.329
43 C -3.1662 -2.9705 1.4864  -0.061
44 C -3.7766 -3.6067 2.7428  -1.392
45 H -3.9760 -2.6039 0.8354  0.360
46 H -2.4961 -2.1367 1.7327  0.074
47 H -4.4339 -2.8945 3.2478  0.403
48 H -4.3803 -4.4856 2.4906  0.370
49 H -3.0112 -3.9185 3.4615  0.324
50 C -3.0262 1.8103 0.6328  -0.246
51 C -3.8641 3.0074 0.1597  -1.227
52 H -2.6033 2.0037 1.6308  0.059
53 H -3.6791 0.9267 0.7160  0.559
54 H -3.3807 3.9714 0.3626  0.269
55 H -4.1225 2.9717 -0.9085  0.291
56 H -4.8135 3.0157 0.7130  0.418
57 C -2.6203 0.2585 -1.6237  -0.147
58 C -1.9738 -0.0202 -2.9736  -1.420
59 H -3.5799 0.7807 -1.7509  0.505
60 H -2.8492 -0.6879 -1.1036  -0.167
61 H -1.7876 0.9010 -3.5432  0.425
62 H -1.0303 -0.5814 -2.8848  0.258
63 H -2.6631 -0.6333 -3.5720  0.400
64 C -1.3101 2.7675 -1.3887  -1.219
65 C -0.7547 3.8928 -0.5223  -1.224
66 H -2.2544 3.0370 -1.8765  0.563
67 H -0.5934 2.5514 -2.2388  0.718
68 H -0.1033 4.5186 -1.1410  0.396
69 H -1.5465 4.5347 -0.1210  0.328
70 H -0.1593 3.5299 0.3276  0.137
71 N 0.7881 1.1845 2.5888  -0.187
72 C 0.0062 1.0888 3.7138  0.626
73 C 0.1456 -0.0024 4.6040  -0.401
74 C -0.5521 0.0059 5.8127  -0.595
75 C -1.4263 1.0533 6.1275  -0.575
76 C -1.7058 2.0323 5.1652  -0.654
77 C -0.9912 2.0672 3.9655  -0.255
78 H 1.3569 0.4144 2.2543  -0.067
79 H 0.9982 2.0979 2.1839  0.182
80 H 0.8467 -0.7980 4.3497  0.412
81 H -0.4024 -0.8119 6.5155  0.402
82 H -1.9204 1.0890 7.1009  0.373
83 H -2.4755 2.7808 5.3469  0.387
84 H -1.1747 2.8368 3.2123  0.363



Entry 5:
# CHFN2O

2 unconnected molecules or ions with the total composition CHFN2O (ωB97M-V with the def2-TZVPD basis set, OMol25).

## Properties
spin multiplicity: 3
electronic energy: -323.1457 a.u.
HOMO (alpha / beta): -7.97 / -12.33 eV
expectation value of S²: 2.010
LUMO level (alpha / beta): 0.0222 / -0.0661 hartree
net charge: 0
orbital gap (alpha / beta): 8.573 / 10.528 eV

Last column: Mulliken charge in e.
Element x y z (Å)
1 C -1.0742 -0.0629 0.2429  0.254
2 N -0.3529 -0.5271 -0.6261  -0.306
3 N 2.0505 -0.5164 -0.2901  0.150
4 O 2.3637 0.5060 -0.6129  -0.168
5 F -0.8537 0.3974 1.4890  -0.190
6 H -2.1334 0.2031 -0.2028  0.259



Entry 6:
# C4H5N4O

A gas-phase ion, C4H5N4O (charge -1) (ωB97M-V with the def2-TZVPD basis set, OMol25).

## Properties
SMILES: CCC([O-])=C1N=NN=N1
electronic energy: -449.6826 a.u.
HOMO: -5.16 eV
LUMO level: 0.1448 hartree
net charge: -1
orbital gap: 9.103 eV

Last column: Mulliken charge in e.
Element x y z (Å)
1 C -0.4162 -0.7304 -0.8768  -1.236
2 C -0.2879 -0.0138 0.4090  -0.256
3 C -1.3414 -0.5998 1.4469  0.370
4 O -0.9894 -0.5853 2.6599  -0.641
5 C -2.6627 -1.2710 1.1328  0.545
6 N -3.4056 -2.1075 1.8890  -0.348
7 N -4.3975 -2.4194 1.1406  -0.351
8 N -4.2728 -1.8698 -0.0577  -0.653
9 N -3.1833 -1.1854 -0.1261  -0.128
10 H 0.2166 -0.2863 -1.5514  0.409
11 H -0.1740 -1.8197 -0.8359  0.267
12 H -1.5392 -0.9085 -0.9817  0.506
13 H -0.4382 1.1052 0.3497  0.236
14 H 0.5916 -0.2215 0.9598  0.280



So what do the calculations give for ΔE to the lowest compared entry with this formula, charge and spin? Going down the list: 82.9, 61.0, 68.3, 9.4, 19.9, 0.0 kcal per mole.
So what do the calculations give for largest force on an atom? Going down the list: 1.52, 5.55, 3.54, 2.31, 3.63, 3.81 eV/Å.